54
Properties=species:S:1:pos:R:3:forces:R:3:mulliken_charge:R:1 method="wB97M-V/def2-TZVPD" e_above_lowest_kj_mol=0.0 energy_ha=-1824.9003 max_force_ev_per_a=1.35 charge=0 lumo_ev=-0.2 homo_lumo_gap_ev=7.75
C -2.528039 1.128851 -4.825922 0.2 0.1 0.1 -0.4973
H 4.433205 2.429876 1.706465 0.1 0.0 0.0 0.3363
H 2.740143 2.129944 0.063720 0.1 0.0 -0.1 0.3960
C 1.462976 1.535199 3.121185 0.0 0.0 -0.1 -0.9471
H 5.310906 -0.036788 -1.676419 0.0 0.0 0.0 0.3537
H -3.094992 0.952135 2.419022 0.2 -0.2 0.0 0.2345
C -3.120959 -0.168011 -0.189542 -0.1 0.3 -1.3 0.2921
C 3.441304 -0.809085 -1.000845 0.4 0.0 0.4 0.8347
C -0.733311 -2.038785 -0.428644 0.0 -0.1 0.0 -0.4866
H -0.949191 2.054410 -3.705737 0.1 0.1 0.0 0.4464
C -1.980473 0.710448 -0.224632 -0.1 0.2 -0.8 0.8513
H -0.562500 -2.397843 2.921895 0.0 0.0 0.1 0.5638
S -2.878335 -2.321461 1.271861 0.4 -0.1 0.3 1.2137
C -4.085044 -0.217800 -3.579834 0.1 0.1 -0.2 -0.4502
C -3.383126 0.065336 -2.400632 0.4 0.2 -0.2 0.2174
H 3.831341 3.033873 3.250609 0.1 0.1 0.0 0.4422
H 0.446705 1.568864 -0.579045 0.1 0.0 0.0 0.5707
N -1.519714 1.215162 -1.330518 -0.1 0.0 0.7 -0.4860
C -0.210287 1.211177 1.424067 0.4 0.2 0.1 0.8272
H 1.811946 -1.841037 2.458800 0.1 0.0 0.1 0.3137
C 0.585342 -1.726388 -0.702590 0.0 0.0 -0.1 -0.7219
H -1.457194 -2.128337 -1.223596 0.0 0.0 -0.2 0.6272
C -1.823241 1.422557 -3.685995 -0.1 0.0 -0.2 -0.5973
C 1.096681 -1.893846 1.651040 0.0 -0.1 -0.2 -0.5883
N -3.803187 -0.502807 -1.228232 0.0 0.1 0.7 -0.5832
C 4.884220 -0.425945 -0.756784 0.0 0.0 -0.3 -1.2601
C 1.504594 -1.619153 0.342971 -0.4 -0.2 0.0 0.6604
H 0.904676 -1.539766 -1.714055 0.0 0.0 0.0 0.5730
H -2.208020 1.532226 -5.775238 0.0 0.0 -0.1 0.3969
H 1.738026 1.536237 4.166270 0.0 0.0 0.1 0.4404
H -0.552219 0.998765 3.540715 -0.1 0.0 0.1 0.4349
H -4.952685 -0.854254 -3.510280 -0.1 -0.1 0.0 0.4699
O -3.609372 -3.070216 0.310751 0.1 0.3 -0.4 -0.6506
N -3.283394 -0.654232 1.105257 -0.4 -1.1 0.3 -0.0503
H 5.452559 -1.299694 -0.444249 0.1 -0.1 0.1 0.3727
C -2.456397 0.193937 1.940414 0.0 0.5 1.0 -1.2882
C -1.134626 -2.245866 0.879021 -0.7 -0.2 0.2 -0.3817
H -1.979100 -0.412342 2.712175 0.0 0.2 0.0 0.6956
C 0.164278 1.224489 2.767013 -0.2 0.0 -0.1 -0.5981
C -2.237906 0.903594 -2.451203 -0.4 -0.3 -0.1 0.1059
C 3.823734 2.182055 2.572186 -0.1 0.0 0.0 -1.7383
O 2.904235 -0.745786 -2.078018 -0.2 0.1 -0.3 -0.6188
C 0.734360 1.555275 0.458515 -0.1 0.0 -0.1 -0.5682
C 2.026206 1.867818 0.831457 0.0 0.0 0.3 -0.7952
N -1.497990 0.840338 1.048480 -0.2 -0.2 -0.1 0.2691
H 4.281198 1.342458 3.096065 0.1 0.0 0.0 0.3263
O -3.028882 -2.614124 2.664359 0.2 0.2 0.1 -0.6761
C 2.418691 1.852857 2.163607 0.0 0.0 0.0 0.9762
H -4.202568 0.093267 -5.682458 -0.1 0.0 -0.1 0.3854
C -3.661493 0.310173 -4.773526 -0.2 -0.1 0.0 -0.5036
C -0.222394 -2.195459 1.918344 0.1 -0.1 0.1 -0.5796
H 4.948974 0.331037 0.021472 0.0 0.1 0.1 0.2317
N 2.828091 -1.247225 0.147640 0.2 -0.1 0.3 -0.0263
H 3.382247 -1.216108 0.992625 0.0 0.1 -0.2 0.2336

---

49
Properties=species:S:1:pos:R:3:forces:R:3:mulliken_charge:R:1 method="wB97M-V/def2-TZVPD" e_above_lowest_kj_mol=195.4 energy_ha=-1207.5856 max_force_ev_per_a=4.04 charge=0 lumo_ev=-0.2 homo_lumo_gap_ev=7.42
C 1.027191 0.088812 0.355634 -1.1 -1.2 3.7 0.5643
H -0.750202 -2.021344 -0.374677 -0.2 0.3 0.5 0.3563
C 0.723714 -2.646124 4.418021 -0.4 0.5 -0.5 0.7654
H 0.230698 -0.585469 -4.106729 0.1 0.1 0.2 0.3087
O 1.882804 -2.250824 0.426950 0.2 0.3 1.3 -0.4739
O -0.615681 -2.443650 -3.674303 0.9 0.5 -0.1 -0.4130
C -0.037430 -0.333754 4.581332 -0.6 0.6 1.6 -0.7405
H 2.069770 -2.639155 -2.681799 0.2 -0.2 -0.5 0.3231
H -0.243237 0.661869 4.148015 0.2 -0.7 0.3 0.2722
C 0.850958 -1.234594 2.435030 1.1 -0.7 -1.6 1.5708
H -1.657755 -1.093965 -2.449681 0.3 -0.3 -0.2 0.2707
H 2.354879 -0.882545 -3.000977 -0.2 -0.3 0.4 0.3938
C 1.589824 -3.548672 2.353327 -0.7 -1.0 1.2 -0.4894
H -0.113141 -1.946229 7.615070 -0.2 0.1 0.2 0.4041
C 0.642923 -0.007648 1.677448 0.7 -0.4 -2.3 -0.3943
H -3.815866 1.190126 0.321961 -0.2 -0.4 0.2 0.4161
H -0.536914 0.247365 6.605540 -0.6 1.1 0.3 0.4173
C -0.286002 -0.538095 5.951248 1.1 -0.9 -1.5 -0.7700
C -0.008570 -1.787131 6.556456 0.3 -0.2 -1.2 -0.6474
C -0.267254 -2.258748 -1.308536 0.7 0.0 0.1 -0.5226
H 0.054944 -3.293085 -1.228437 0.1 -0.5 0.0 0.3205
H 2.704581 -0.670302 -0.660050 -0.4 -0.6 -0.1 0.3283
H 0.133500 0.811643 2.143100 -0.2 0.3 0.1 0.5776
H -0.052465 3.382637 -2.038513 0.7 0.3 -0.2 0.5078
C 1.179310 -3.730944 3.672654 1.2 -0.1 -1.7 -1.0701
C -1.258296 -2.134844 -2.444008 -0.2 0.9 -0.3 -0.7158
C -1.691339 1.171148 -0.061792 -0.1 -0.5 0.1 0.0720
C 1.602569 -1.655514 -2.763170 -1.0 0.1 0.1 -0.6014
N 0.908988 -1.393546 -1.509273 0.0 1.1 -0.1 0.5938
H -2.327391 4.401781 -2.017621 0.4 -0.4 0.2 0.3384
C 0.486853 -1.373946 3.793634 0.4 -0.9 0.1 0.5358
O 1.736454 1.816291 -0.955860 1.0 0.9 -0.8 -0.6532
H -1.584406 0.224696 0.484354 0.3 0.6 -0.2 0.2169
H 1.328839 -4.704946 4.132644 -0.2 0.2 0.0 0.3597
C 0.465824 -2.815782 5.766690 -0.7 0.6 1.8 -0.5240
C 0.564426 -1.605876 -3.905427 -0.7 -0.7 1.2 -0.6930
H -2.157061 -2.779527 -2.349972 0.8 0.0 0.0 0.3599
C -2.114063 3.483190 -1.457858 -0.3 -0.5 -0.9 -0.6137
C -3.220303 2.832203 -0.882773 0.8 0.4 0.3 -0.3255
H 1.051430 -1.999226 -4.764077 0.1 -0.4 -1.0 0.3800
C 1.461653 -2.323680 1.732823 -1.0 2.1 0.4 -0.2855
C 1.717921 -1.056235 -0.332253 -0.8 0.2 -1.3 -0.6444
C -0.582793 1.784584 -0.694507 -1.5 -0.4 0.7 0.5474
H 1.917337 -4.380314 1.761438 0.3 -0.3 -0.1 0.4638
C 0.782054 1.289781 -0.451734 0.1 -0.5 -0.5 -0.3789
H 0.644113 -3.766714 6.242043 0.1 -0.3 -0.1 0.3757
C -2.985646 1.669927 -0.154790 0.4 0.5 -0.6 -0.9370
C -0.817555 2.907731 -1.476029 -1.9 0.6 0.8 -0.5184
H -4.236281 3.244011 -0.938928 0.6 -0.1 -0.1 0.3715